No. 1
Molecular formula: C4H5NS
Method: DFT, wB97M-V/def2-TZVPD

Results
Total charge ... 0
Orbital gap ... 7.92 eV
LUMO energy ... -0.30 eV
Structure (SMILES) ... C1=CCSN=C1

Atoms and positions in Å:
C: 0.65 0.82 0.63
C: -0.15 -0.22 0.98
C: -0.88 -1.12 -0.08
S: -0.36 -0.93 -1.81
N: 0.25 0.66 -1.84
C: 0.98 1.11 -0.79
H: 1.32 1.13 1.33
H: -0.43 -0.49 2.07
H: -0.84 -2.17 0.23
H: -1.96 -0.94 0.07
H: 1.43 2.15 -0.80

No. 2
Molecular formula: C4H5NS3
Method: DFT, wB97M-V/def2-TZVPD

Results
Total charge ... 0
Orbital gap ... 8.02 eV
LUMO energy ... -0.59 eV
Structure (SMILES) ... S=CN/C=C/SC=S

Atoms and positions in Å:
S: -3.65 0.23 1.19
C: -2.18 0.09 2.02
N: -0.92 -0.03 1.46
C: -0.56 -0.15 0.09
C: 0.64 -0.45 -0.32
S: 0.65 -0.28 -2.16
C: 2.29 0.35 -2.33
S: 3.13 0.95 -1.09
H: -2.33 -0.09 3.04
H: -0.09 -0.25 1.90
H: -1.33 0.19 -0.50
H: 1.59 -0.75 0.09
H: 2.74 0.19 -3.39

No. 3
Molecular formula: C4H5NaO6
Method: DFT, wB97M-V/def2-TZVPD

Results
Total charge ... 0
Orbital gap ... 8.26 eV
LUMO energy ... -0.81 eV

Atoms and positions in Å:
O: 0.94 -1.30 0.31
C: -0.23 -1.70 0.51
O: -0.57 -2.58 1.34
O: -1.26 -1.18 -0.21
Na: 1.65 -2.84 1.86
C: -0.99 -0.09 -1.19
C: -1.23 -0.93 -2.41
H: -1.80 0.64 -1.07
H: 0.05 0.25 -1.11
H: -2.20 -1.43 -2.49
O: -0.11 -1.79 -2.64
C: -0.20 -2.65 -3.64
O: -1.14 -2.77 -4.40
O: 0.88 -3.41 -3.65
H: 0.82 -4.04 -4.38
H: -1.13 0.00 -3.10

No. 4
Molecular formula: C4H5O2
Method: DFT, wB97M-V/def2-TZVPD

Results
Total charge ... 0
Orbital gap (alpha / beta) ... 7.99 / 9.13 eV
2S+1 ... 2
⟨S²⟩ ... 0.7560
LUMO energy (alpha / beta) ... -0.50 / -0.62 eV

Atoms and positions in Å:
O: -2.69 -0.15 1.71
C: -3.54 0.93 1.68
C: -2.27 0.14 -0.65
C: -2.22 -0.48 0.50
H: -3.44 1.58 2.54
H: -4.38 0.87 0.98
H: -1.23 -1.00 0.47
O: 0.45 -1.77 1.59
C: 0.45 -1.31 2.70
H: 0.73 -1.92 3.58
H: -0.09 -0.36 2.93

No. 5
Molecular formula: C4H5O2
Method: DFT, wB97M-V/def2-TZVPD

Results
Total charge ... +1
Orbital gap ... 9.22 eV
LUMO energy ... -6.77 eV

Atoms and positions in Å:
C: 0.86 -0.90 -0.13
C: 3.03 0.08 0.08
C: -0.21 -0.22 -0.07
C: -1.40 0.51 -0.03
O: 2.16 -0.99 -0.12
O: 2.68 1.19 0.29
H: 0.45 -1.95 0.17
H: 4.14 -0.16 0.15
H: -1.97 0.53 0.91
H: -2.10 0.39 -0.75
H: -0.97 1.46 -0.44

No. 6
Molecular formula: C4H5O2Pt
Method: DFT, wB97M-V/def2-TZVPD

Results
Total charge ... +1
Orbital gap (alpha / beta) ... 6.48 / 4.80 eV
2S+1 ... 3
⟨S²⟩ ... 2.0097
LUMO energy (alpha / beta) ... -6.84 / -8.50 eV

Atoms and positions in Å:
H: -1.99 -2.24 1.56
O: -1.42 -1.47 1.66
C: -0.36 -1.57 0.73
C: 0.47 -0.37 0.80
C: 1.24 0.57 0.93
H: -0.73 -1.68 -0.30
H: 0.28 -2.45 0.95
H: 1.99 1.33 1.05
C: 0.05 2.12 -1.47
O: 0.29 1.12 -2.21
Pt: 0.87 2.68 -3.05
H: -0.70 1.97 -0.66

No. 7
Molecular formula: C4H5O2Sc
Method: DFT, wB97M-V/def2-TZVPD

Results
Total charge ... +1
Orbital gap (alpha / beta) ... 5.60 / 5.74 eV
2S+1 ... 2
⟨S²⟩ ... 1.1324
LUMO energy (alpha / beta) ... -5.68 / -5.77 eV

Atoms and positions in Å:
O: 2.06 0.82 -0.40
C: 2.31 1.63 1.49
C: 1.55 0.80 0.75
H: 3.22 1.31 2.00
H: 0.41 0.17 0.82
H: -1.01 -1.71 0.75
H: -2.34 0.76 -0.05
C: -2.18 -0.28 -0.35
C: -1.01 -0.90 0.01
O: -0.68 -1.27 -1.25
Sc: 0.58 -0.65 -2.72
H: -2.92 -0.69 -1.03

No. 8
Molecular formula: C4H5O2Tl
Method: DFT, wB97M-V/def2-TZVPD

Results
Total charge ... 0
Orbital gap (alpha / beta) ... 8.01 / 4.84 eV
LUMO energy (alpha / beta) ... -0.77 / -0.93 eV

Atoms and positions in Å:
O: 2.26 0.72 1.42
C: 1.19 1.40 0.98
C: 0.32 0.83 -0.07
C: -0.18 -0.44 -0.09
C: -0.99 -0.86 -1.19
O: -1.60 -1.94 -1.27
Tl: -2.00 -3.67 -0.23
H: 1.35 2.47 0.68
H: 0.60 1.28 1.98
H: 0.12 1.48 -0.92
H: -0.01 -1.12 0.75
H: -1.07 -0.15 -2.04

No. 9
Molecular formula: C4H5O3Yb
Method: DFT, wB97M-V/def2-TZVPD

Results
Total charge ... 0
Orbital gap (alpha / beta) ... 6.96 / 6.98 eV
2S+1 ... 2
⟨S²⟩ ... 0.7510
LUMO energy (alpha / beta) ... -0.37 / -0.35 eV

Atoms and positions in Å:
O: -0.81 1.12 0.24
C: -0.32 1.91 1.05
C: 1.00 1.62 1.70
O: 1.47 0.37 1.44
Yb: 0.35 -0.96 0.10
H: -0.75 2.93 1.16
H: 0.84 1.84 2.78
H: 1.68 2.44 1.36
O: -1.05 -2.62 -0.36
C: -0.83 -2.51 -1.68
C: -0.09 -1.49 -2.19
H: -1.41 -3.23 -2.30
H: -0.09 -1.42 -3.29

No. 10
Molecular formula: C4H5O6Tb
Method: DFT, wB97M-V/def2-TZVPD

Results
Total charge ... +1
Orbital gap (alpha / beta) ... 6.76 / 5.31 eV
2S+1 ... 8
⟨S²⟩ ... 15.7741
LUMO energy (alpha / beta) ... -4.26 / -5.72 eV

Atoms and positions in Å:
O: 1.98 -0.75 -1.28
C: 2.04 -0.47 -0.06
O: 2.99 -0.87 0.66
O: 1.14 0.32 0.53
Tb: 4.38 -1.84 -1.22
C: 0.31 1.48 -0.78
C: -0.44 0.80 0.32
H: 0.88 2.35 -0.46
H: 0.27 0.96 -1.74
H: -0.62 1.28 1.28
O: -1.20 -0.32 -0.09
C: -2.12 -0.77 0.76
O: -2.36 -0.33 1.85
O: -2.78 -1.75 0.16
H: -3.54 -2.00 0.70
H: -0.94 1.91 -0.61

No. 11
Molecular formula: C4H5O6Yb
Method: DFT, wB97M-V/def2-TZVPD

Results
Total charge ... +1
Orbital gap (alpha / beta) ... 7.06 / 5.26 eV
2S+1 ... 3
⟨S²⟩ ... 2.0015
LUMO energy (alpha / beta) ... -5.12 / -8.26 eV

Atoms and positions in Å:
H: -0.39 -0.14 -1.36
O: -1.15 -0.25 1.81
C: -1.06 0.69 0.98
O: 0.02 1.33 0.84
O: -1.99 0.71 0.02
C: -1.95 1.70 -1.02
O: -0.30 0.37 -2.28
C: 1.70 -1.48 -1.37
C: -1.50 1.11 -2.36
O: 1.12 -1.54 -0.33
O: 2.56 -1.37 -2.14
Yb: 1.18 -0.67 2.32
H: -1.31 2.54 -0.74
H: -2.99 2.04 -1.11
H: -2.32 0.48 -2.76
H: -1.33 1.95 -3.05

No. 12
Molecular formula: C4H5ORb
Method: DFT, wB97M-V/def2-TZVPD

Results
Total charge ... -1
Orbital gap (alpha / beta) ... 3.31 / 5.81 eV
2S+1 ... 2
⟨S²⟩ ... 0.7501
LUMO energy (alpha / beta) ... 2.29 / 2.77 eV

Atoms and positions in Å:
C: -2.84 -0.93 0.23
C: -2.09 -0.10 0.96
C: 1.34 1.22 -0.86
C: 2.44 0.75 -0.54
O: 3.55 0.33 -0.20
Rb: 6.86 -1.01 -0.57
H: -3.52 -0.55 -0.54
H: -2.56 -1.98 0.12
H: -1.41 -0.48 1.73
H: -2.32 0.97 1.00
H: 0.56 1.78 -1.34

Calculated values (eV) of electronic energy for the records, taken in order: -16551.726 -38222.480 -20931.821 -8315.955 -8312.246 -11554.199 -29007.508 -13012.767 -41899.433 -38937.176 -48034.700 -6928.698.
Calculated values (kcal/mol) of ΔE to the lowest compared entry with this formula, charge and spin for the records, taken in order: 53.93 51.96 0.00 73.36 79.62 0.00 91.12 41.36 0.00 102.40 15.07 0.00.